[1]
Computed, not measured: C61H42B3BrO13 as an isolated structure at a distorted geometry, with the ωB97M-V functional and the def2-TZVPD basis.

The geometry in XYZ format:
```
120
Properties=species:S:1:pos:R:3:forces:R:3
C -0.8046 4.4384 -1.7233 -0.118 0.355 -0.397
C -1.3358 5.0279 -3.0416 0.470 -0.703 0.542
Br 0.1533 5.9456 -3.9242 -0.103 0.254 -0.202
C -1.8654 3.9343 -3.9498 -0.040 0.413 0.359
B -3.2492 3.3843 -3.4793 1.220 -0.198 -0.130
O -3.8693 2.4076 -4.2436 -0.537 0.469 0.082
B -5.0727 1.9324 -3.7964 -0.085 -0.925 0.099
O -5.4371 2.1611 -2.4770 -0.619 0.622 -0.564
B -5.1328 3.4805 -2.1871 0.114 -0.607 0.942
C -6.2848 4.4968 -1.8509 0.858 0.484 0.024
C -5.7938 5.9082 -2.0859 0.478 0.351 -1.470
O -5.3499 6.2492 -3.1689 -0.821 -0.270 1.623
O -5.9033 6.7850 -1.0556 0.477 0.051 -0.587
O -3.8059 3.8307 -2.2946 -0.561 0.322 -0.543
H -0.6892 3.3686 -1.8288 0.041 -0.184 0.076
H -1.4852 4.6663 -0.9157 -0.227 -0.130 0.278
H 0.1642 4.8382 -1.4774 0.299 0.145 0.191
H -2.1045 5.7445 -2.8112 -0.046 0.595 -0.265
H -1.9141 4.2762 -4.9760 -0.181 -0.001 -0.325
H -1.1359 3.1323 -3.9251 0.155 -0.391 -0.260
H -5.8464 1.3621 -4.4894 0.238 -0.167 -0.160
H -7.0576 4.3332 -2.5894 -0.355 -0.154 -0.150
H -6.7103 4.3389 -0.8698 -0.207 -0.081 0.281
H -5.7617 6.3031 -0.2406 -0.314 -0.098 0.468
C -6.3264 -1.3581 -2.9249 0.057 0.043 0.052
C -5.6675 -2.4196 -2.3171 0.058 -0.001 0.069
C -5.5162 -3.6212 -2.9860 -0.004 0.046 0.073
C -6.0421 -3.7712 -4.2626 -0.072 0.046 -0.109
C -6.7223 -2.7097 -4.8661 0.052 -0.138 -0.015
C -6.8497 -1.4993 -4.1978 -0.006 0.052 0.097
C -7.3264 -2.8571 -6.2204 -0.052 0.108 -0.058
O -7.9092 -1.9339 -6.7479 -0.014 0.013 -0.008
C -7.1987 -4.1749 -6.9053 0.063 -0.042 0.114
C -7.7968 -4.3533 -8.1454 -0.043 -0.044 -0.120
C -7.6779 -5.5655 -8.8013 0.035 -0.050 0.019
C -6.9541 -6.6040 -8.2247 -0.031 0.041 -0.028
C -6.3592 -6.4334 -6.9874 -0.016 -0.104 -0.092
C -6.4848 -5.2227 -6.3197 -0.038 0.133 0.028
C -5.8607 -5.0679 -4.9747 0.066 -0.084 0.050
O -5.2269 -5.9718 -4.4736 0.008 -0.028 0.014
H -6.4210 -0.4174 -2.3978 -0.043 0.020 -0.010
H -5.2643 -2.3047 -1.3189 0.008 0.014 0.016
H -4.9953 -4.4467 -2.5228 0.006 -0.072 -0.069
H -7.3594 -0.6768 -4.6784 -0.053 -0.040 -0.082
H -8.3544 -3.5414 -8.5896 0.015 0.083 0.060
H -8.1480 -5.7040 -9.7654 -0.004 -0.004 -0.022
H -6.8575 -7.5486 -8.7424 -0.001 -0.018 -0.013
H -5.7984 -7.2368 -6.5319 0.027 0.031 0.093
C 3.5981 1.3074 1.7081 0.170 0.076 0.062
C 4.7813 0.5864 1.5843 -0.023 -0.020 0.064
C 5.6440 0.8450 0.5333 -0.028 -0.061 0.073
C 5.3238 1.8173 -0.4054 -0.059 0.069 -0.062
C 4.1266 2.5277 -0.2906 0.101 0.002 -0.080
C 3.2711 2.2747 0.7740 0.044 0.013 0.136
C 3.7387 3.5456 -1.3070 -0.049 0.028 -0.015
O 2.6990 4.1630 -1.2053 -0.081 -0.003 0.018
C 4.6548 3.7678 -2.4616 0.044 -0.100 0.080
C 4.2815 4.6613 -3.4559 -0.059 0.090 -0.100
C 5.1146 4.8788 -4.5385 0.100 -0.022 0.006
C 6.3345 4.2154 -4.6235 -0.062 0.024 0.008
C 6.7117 3.3221 -3.6356 0.037 0.038 -0.124
C 5.8699 3.0861 -2.5570 -0.096 0.004 0.092
C 6.2717 2.0886 -1.5244 0.104 -0.076 -0.022
O 7.3325 1.5064 -1.5979 0.015 -0.003 0.001
H 2.9298 1.1094 2.5355 0.039 0.011 0.046
H 5.0296 -0.1728 2.3140 0.004 0.023 0.051
H 6.5674 0.2928 0.4337 0.054 0.044 -0.069
H 2.3513 2.8356 0.8625 0.031 0.087 -0.043
H 3.3339 5.1744 -3.3787 -0.076 -0.005 0.075
H 4.8169 5.5680 -5.3168 -0.003 0.017 -0.012
H 6.9888 4.3926 -5.4662 0.011 0.004 -0.018
H 7.6543 2.7981 -3.6997 0.005 -0.064 0.077
C 5.3754 2.2173 8.1947 0.007 -0.012 0.056
C 5.6523 1.7569 9.4776 -0.009 0.021 -0.054
C 6.0968 0.4609 9.6703 -0.021 0.109 0.082
C 6.2579 -0.3851 8.5816 -0.011 -0.042 -0.134
C 5.9617 0.0713 7.2954 0.037 -0.106 0.074
C 5.5289 1.3771 7.1064 -0.043 0.119 0.014
C 6.0880 -0.8290 6.1153 -0.028 0.053 -0.134
O 5.8364 -0.4290 4.9977 -0.019 -0.004 -0.058
C 6.5249 -2.2342 6.3476 0.001 0.033 0.124
C 6.6013 -3.1069 5.2703 0.020 -0.093 -0.084
C 7.0165 -4.4117 5.4665 0.022 -0.029 0.054
C 7.3648 -4.8498 6.7396 -0.014 0.016 -0.053
C 7.2867 -3.9863 7.8178 0.031 -0.133 -0.017
C 6.8601 -2.6790 7.6285 -0.050 0.116 -0.066
C 6.7545 -1.7724 8.8069 0.032 -0.032 0.106
O 7.0599 -2.1528 9.9165 0.000 -0.016 0.035
H 5.0358 3.2333 8.0461 -0.007 0.021 0.000
H 5.5221 2.4129 10.3275 0.004 0.019 0.014
H 6.3192 0.0985 10.6636 0.043 -0.091 -0.010
H 5.3121 1.7272 6.1073 0.008 -0.078 -0.061
H 6.3329 -2.7600 4.2830 -0.020 0.098 0.005
H 7.0710 -5.0910 4.6268 0.006 -0.014 -0.018
H 7.6949 -5.8687 6.8894 0.006 -0.023 0.000
H 7.5522 -4.3211 8.8102 -0.020 0.075 0.064
C -1.3833 -4.4081 4.8232 -0.058 0.005 -0.004
C -2.7278 -4.2049 4.5307 0.057 -0.014 0.015
C -3.0973 -3.2913 3.5598 -0.060 -0.085 0.068
C -2.1240 -2.5689 2.8824 0.121 0.035 -0.040
C -0.7747 -2.7592 3.1896 -0.081 0.078 -0.083
C -0.4094 -3.6871 4.1554 -0.004 -0.088 0.097
C 0.2874 -1.9657 2.5069 0.089 -0.007 -0.003
O 1.4584 -2.1339 2.7710 0.070 0.012 0.026
C -0.1338 -0.9526 1.4979 -0.142 -0.033 0.016
C 0.8316 -0.1610 0.8893 0.002 -0.004 -0.085
C 0.4596 0.7791 -0.0557 -0.093 -0.005 -0.070
C -0.8792 0.9265 -0.4038 0.022 -0.068 0.020
C -1.8459 0.1430 0.2016 0.009 0.090 -0.076
C -1.4795 -0.7936 1.1597 0.053 -0.077 0.101
C -2.5391 -1.6027 1.8275 -0.099 0.104 -0.050
O -3.7067 -1.4661 1.5269 -0.054 -0.043 -0.021
H -1.0969 -5.1285 5.5772 0.002 -0.015 0.017
H -3.4872 -4.7629 5.0613 -0.012 -0.019 0.007
H -4.1396 -3.1325 3.3235 -0.004 0.060 -0.080
H 0.6367 -3.8366 4.3810 0.054 0.069 -0.049
H 1.8702 -0.2828 1.1618 -0.112 -0.149 -0.033
H 1.2127 1.3991 -0.5240 -0.031 -0.011 -0.046
H -1.1670 1.6585 -1.1468 -0.022 -0.113 0.066
H -2.8882 0.2569 -0.0609 -0.059 -0.061 0.055
```
Positions in Å, forces in eV/Å.

Values from the calculation:
HOMO level in eV: -9.737
Net charge: 0

Atomic partial charges in e from the Löwdin method, atoms 1 to 4: atom 1 (C): -0.12, atom 2 (C): -0.72, atom 3 (Br): 0.69, atom 4 (C): -0.12


[2]
Computed, not measured: C61H46InNO4P3SiTe as an isolated structure at a distorted geometry, with the ωB97M-V functional and the def2-TZVPD basis.

The geometry in XYZ format:
```
118
Properties=species:S:1:pos:R:3:forces:R:3
In -0.5579 -0.4458 0.2745 -0.531 0.870 0.455
C -0.3594 -4.9720 -4.2830 -0.053 0.081 -0.066
C -1.1253 -3.9222 -4.7896 0.166 0.306 0.264
C -0.9317 -2.6174 -4.3140 0.299 -0.362 0.249
C 0.0710 -2.3337 -3.3724 0.250 -1.651 -0.362
C 0.8685 -3.4149 -2.8931 -0.633 0.361 0.078
C 0.6196 -4.7147 -3.3197 0.479 -0.093 -0.051
P 0.3190 -0.7174 -2.6412 -0.623 0.544 1.345
C -0.2042 0.4236 -3.9401 0.052 0.971 -0.310
C -1.5873 0.5409 -4.1886 -0.582 -0.049 -0.153
C -2.0661 1.2613 -5.2866 0.338 0.282 0.149
C -1.1501 1.8959 -6.1444 -0.660 -0.568 -0.026
C 0.1973 1.8624 -5.8490 0.950 0.368 0.655
C 0.6760 1.2330 -4.6751 -0.544 -0.319 -0.755
C 2.1347 -0.6678 -2.5341 1.243 0.108 -0.002
C 2.8238 -0.9881 -3.7205 0.673 -0.243 0.233
C 4.2212 -1.1669 -3.7377 -0.261 0.269 -0.379
C 4.9751 -0.9298 -2.5845 -1.139 0.438 0.611
C 4.3003 -0.5349 -1.4084 -0.454 -0.419 -0.813
C 2.8798 -0.4351 -1.3320 0.798 -0.434 -0.654
Si 2.1043 0.0532 0.3350 -1.253 -0.421 -0.055
C 2.7130 1.8473 0.4916 0.137 0.901 0.095
C 4.0862 2.1716 0.6228 0.264 0.059 0.020
C 4.5604 3.5017 0.6269 -0.122 -0.795 0.430
C 3.6453 4.5590 0.6238 -1.167 -0.725 -0.219
C 2.2696 4.2627 0.5609 0.350 -0.670 -0.392
C 1.7968 2.9189 0.4380 0.954 0.892 0.243
P 0.0104 2.5392 0.3573 0.028 0.004 0.160
C -0.5182 3.2862 -1.2114 -0.596 0.851 -0.841
C 0.3480 3.9476 -2.1173 -0.954 0.002 0.253
C -0.1794 4.6153 -3.2273 0.134 -0.333 -0.119
C -1.5516 4.5881 -3.5260 -0.069 -0.226 0.241
C -2.4203 3.8778 -2.6888 0.972 -0.613 0.636
C -1.8945 3.2239 -1.5393 -0.112 0.358 -0.464
C -0.5621 3.6244 1.7097 -0.923 0.467 0.320
C -1.7432 4.4068 1.6664 0.507 -0.030 0.007
C -2.1187 5.1886 2.7702 0.330 -0.668 -0.420
C -1.4152 5.0927 3.9649 0.419 0.051 0.323
C -0.2723 4.2680 4.0403 -0.285 0.021 -0.354
C 0.1519 3.5374 2.9208 -0.357 0.305 0.195
C 2.7827 -0.7866 1.9225 0.422 -0.498 0.016
C 4.1158 -1.2398 2.0024 0.226 -0.136 1.376
C 4.6763 -1.6433 3.2540 -0.880 0.149 -1.226
C 3.8659 -1.7467 4.3794 -0.338 -0.123 -0.149
C 2.4931 -1.4845 4.2603 0.268 0.192 0.376
C 1.9639 -0.9508 3.0839 0.511 -0.364 -0.159
P 0.1516 -0.7262 3.0421 -0.292 0.232 -0.659
C -0.2487 0.3817 4.4079 0.002 1.247 0.930
C -1.5994 0.7487 4.6147 0.056 -0.034 0.431
C -2.0100 1.4941 5.7425 0.140 -0.309 -0.757
C -1.0502 1.9045 6.6588 -0.036 -0.219 0.140
C 0.2933 1.6170 6.4257 0.735 0.364 -0.308
C 0.7258 0.9561 5.2680 -1.107 -0.355 0.101
C -0.4627 -2.3518 3.5818 -0.394 -0.227 0.643
C -1.4431 -2.5659 4.5668 -0.068 -0.755 -0.251
C -1.8624 -3.8923 4.8456 0.127 0.987 0.420
C -1.3298 -4.9866 4.1782 -0.252 0.007 -0.388
C -0.4444 -4.7417 3.1256 0.303 -0.106 -0.004
C 0.0080 -3.4493 2.8663 0.510 -0.468 -0.329
H -0.5247 -5.9918 -4.6339 0.038 0.271 0.090
H -1.8830 -4.0814 -5.5596 0.187 -0.108 0.298
H -1.5802 -1.8251 -4.6666 0.102 -0.069 -0.088
H 1.6380 -3.2523 -2.1251 -0.388 0.031 -0.424
H 1.2558 -5.5252 -2.9183 -0.602 0.477 -0.249
H -2.3405 0.0865 -3.5180 0.651 0.128 -0.283
H -3.1498 1.3698 -5.4458 0.612 -0.170 0.076
H -1.5060 2.3792 -7.0561 0.122 -0.022 0.296
H 0.9130 2.3761 -6.5086 -0.361 -0.172 0.410
H 1.7207 1.3307 -4.3656 -0.324 -0.199 -0.346
H 2.2376 -1.1478 -4.6357 0.377 -0.010 0.379
H 4.7195 -1.4488 -4.6828 -0.327 0.154 0.622
H 6.0565 -0.9979 -2.5712 -0.051 -0.120 -0.129
H 4.8892 -0.3315 -0.5156 -0.099 -0.009 -0.359
H 4.8092 1.3360 0.7439 -0.446 0.797 -0.146
H 5.6425 3.6892 0.7176 -0.623 -0.084 -0.107
H 3.9487 5.5962 0.6527 0.176 -0.008 0.059
H 1.5305 5.0682 0.5529 0.281 -0.182 0.065
H 1.4153 3.9493 -1.9335 -0.027 0.104 -0.036
H 0.5244 5.1143 -3.9003 -0.327 -0.092 0.159
H -1.9398 5.0761 -4.4307 0.260 -0.179 0.446
H -3.4773 3.7360 -2.9284 0.348 0.215 0.089
H -2.5741 2.6420 -0.9001 0.272 0.188 -0.210
H -2.3864 4.4238 0.7738 0.558 0.000 0.367
H -2.9642 5.8561 2.6558 -0.090 -0.118 0.208
H -1.7662 5.6640 4.8449 0.397 -0.379 -0.558
H 0.2965 4.1890 4.9680 -0.252 0.002 -0.214
H 1.0247 2.8673 2.9901 -0.420 0.508 0.005
H 4.7558 -1.3138 1.1141 -0.345 0.226 0.476
H 5.7210 -1.9283 3.2848 -0.011 0.007 0.102
H 4.2793 -2.1002 5.3235 -0.100 0.091 -0.190
H 1.7930 -1.6503 5.1045 0.699 0.022 -0.515
H -2.3458 0.4526 3.8791 0.083 -0.086 0.029
H -3.0799 1.7374 5.8662 0.744 -0.115 -0.080
H -1.3287 2.4553 7.5579 0.021 -0.149 -0.214
H 1.0528 1.9665 7.1381 -0.348 -0.049 -0.328
H 1.7833 0.8789 5.0249 -0.189 -0.191 0.296
H -1.9072 -1.7282 5.0973 0.260 -0.374 -0.169
H -2.6091 -4.0391 5.6297 0.212 0.020 -0.220
H -1.6613 -6.0087 4.4350 0.225 0.674 -0.263
H -0.0901 -5.5401 2.4693 -0.083 0.180 0.340
H 0.7749 -3.3153 2.0849 -0.628 -0.057 0.359
Te -3.2284 0.2378 0.8230 1.226 0.461 0.818
O -0.6824 -4.7725 -0.1351 -0.130 0.145 0.281
C -1.2228 -3.6752 -0.2477 0.389 0.160 -0.455
O -0.7233 -2.5548 0.1510 0.315 -0.819 -0.060
C -2.5305 -3.5780 -1.0038 0.163 -0.946 0.201
C -3.1943 -4.7482 -1.4094 0.289 1.030 0.157
C -4.3735 -4.6217 -2.1261 -0.588 -1.000 -0.270
C -4.9621 -3.4031 -2.3938 -0.204 0.879 -0.096
C -4.2480 -2.2650 -1.9761 -1.621 -0.534 -0.486
C -3.0549 -2.3366 -1.3046 0.078 0.720 0.060
N -4.8504 -0.9534 -2.2070 2.252 2.493 -0.588
O -4.0778 0.0398 -1.9981 -2.127 -2.382 -0.877
O -5.9836 -0.8373 -2.6582 0.239 -0.350 0.581
H -2.8145 -5.7295 -1.1446 0.192 0.237 -0.087
H -4.8568 -5.5395 -2.4686 -0.037 0.276 0.120
H -5.9560 -3.3014 -2.8866 1.061 -0.083 0.409
H -2.6490 -1.3801 -0.9327 -0.042 -0.914 -0.481
```
Positions in Å, forces in eV/Å.

Values from the calculation:
Energy relative to the best compared isomer or geometry (same formula, charge and spin) in kcal per mole: 0.0
HOMO level (spin up / spin down) in eV: -3.247 / -3.250
Net charge: -1

Atomic partial charges in e from the Löwdin method, atoms 1 to 4: atom 1 (In): 0.05, atom 2 (C): -0.09, atom 3 (C): -0.08, atom 4 (C): -0.07